Entry 1:
C19H22N3 | ωB97M-V/def2-TZVPD

Positions of all 44 atoms, in Å:
1 C 0.03805 -0.81459 -3.62581
2 N 0.56021 0.54377 -3.67380
3 C -0.39808 1.63553 -3.60959
4 N 1.83322 0.81251 -3.32110
5 C 2.90198 0.53710 -3.99207
6 H -0.82594 -0.85465 -4.30438
7 H 0.80931 -1.52069 -3.96162
8 H -0.30246 -1.11665 -2.61843
9 H -1.22482 1.40154 -4.29301
10 H -0.81087 1.79660 -2.59867
11 H 0.10067 2.55961 -3.93163
12 H 3.87747 0.70953 -3.50348
13 H 2.91765 0.21239 -5.05890
14 C 0.93462 -4.26303 0.86341
15 N 0.51691 -2.88083 0.97791
16 C 0.87952 -1.87233 0.14711
17 C 0.35105 -0.64174 0.63292
18 C 0.60213 0.59658 0.04619
19 C -0.00559 1.83094 0.48183
20 C -1.40924 1.92406 0.68094
21 C -1.97773 3.11065 1.14434
22 C -1.16703 4.21399 1.43395
23 C 0.21656 4.13882 1.22415
24 C 0.78259 2.98191 0.71018
25 C -0.39361 -0.98302 1.85784
26 C -1.01490 -0.29350 2.89447
27 C -1.58658 -1.01241 3.95832
28 C -1.47103 -2.40380 4.04793
29 C -0.78433 -3.11744 3.05775
30 C -0.27642 -2.38559 2.00453
31 H 0.47792 -4.84676 1.66600
32 H 0.61094 -4.67862 -0.10118
33 H 2.02887 -4.35311 0.94540
34 H 1.54098 -2.02489 -0.70258
35 H 1.38762 0.63811 -0.71742
36 H -2.03136 1.04771 0.47656
37 H -3.05926 3.15792 1.29869
38 H -1.61593 5.12123 1.83111
39 H 0.84678 4.99191 1.47505
40 H 1.86408 2.91767 0.54711
41 H -1.03853 0.79823 2.88265
42 H -2.12248 -0.47544 4.73658
43 H -1.90622 -2.94883 4.88314
44 H -0.65675 -4.19039 3.10761

For the energy relative to the best compared isomer or geometry (same formula, charge and spin), the calculation gives 308.7 kJ/mol. The charge is +1. Its max |F| is 0.0715 hartree/bohr. The HOMO energy is -9.89 eV. The multiplicity is 1.

Entry 2:
C10H34BO10 | ωB97M-V/def2-TZVPD

Positions of all 55 atoms, in Å:
1 B 0.40618 1.46642 0.33849
2 H 1.26185 1.85325 -0.19296
3 H -0.45961 1.59404 -0.29268
4 H 0.58723 0.42664 0.56280
5 H 0.36016 1.96382 1.29489
6 C -4.10070 -8.90985 2.66969
7 C -4.34112 -7.33602 2.54122
8 O -3.24404 -6.60585 2.10885
9 O -5.24885 -9.56815 2.98078
10 H -3.35142 -9.15352 3.42288
11 H -3.81640 -9.40887 1.74327
12 H -4.87625 -6.98073 3.42184
13 H -5.03692 -7.13849 1.72578
14 H -3.47564 -5.67436 2.09154
15 H -5.61456 -9.21424 3.79478
16 C -5.16478 -1.11869 -1.34930
17 C -5.22975 -0.64705 0.19705
18 O -4.03498 -0.86591 0.90146
19 O -4.67379 0.06441 -2.06826
20 H -6.18527 -1.35416 -1.65137
21 H -4.45571 -1.94185 -1.43723
22 H -5.93938 -1.24448 0.76941
23 H -5.58766 0.37820 0.29119
24 H -3.30308 -0.43324 0.45568
25 H -3.88827 0.40932 -1.63745
26 C 4.12752 0.85017 -4.70923
27 C 4.06489 -0.62714 -4.74137
28 O 3.56467 -1.17517 -3.47513
29 O 2.83162 1.43031 -4.69136
30 H 4.65361 1.27784 -5.56270
31 H 4.63811 1.21078 -3.81628
32 H 5.04633 -1.09284 -4.83082
33 H 3.49440 -0.90862 -5.62647
34 H 3.00633 -0.51864 -3.05226
35 H 2.47703 1.26206 -3.81526
36 C -2.76983 8.51055 -0.84743
37 C -2.27787 7.04621 -0.77286
38 O -1.60196 6.90203 0.44022
39 O -3.57346 8.84568 0.22441
40 H -3.30982 8.52634 -1.79414
41 H -1.90687 9.16913 -0.94579
42 H -1.56020 6.85980 -1.57180
43 H -2.95507 6.20289 -0.90819
44 H -1.32999 5.98202 0.47520
45 H -3.41190 8.18606 0.90294
46 C 8.26482 -0.07382 2.87819
47 C 6.94856 0.46268 2.41571
48 O 5.89320 0.02184 3.22414
49 O 9.42451 0.11168 2.00589
50 H 8.15816 -1.14831 3.02711
51 H 8.45570 0.43918 3.82080
52 H 6.93425 0.16629 1.36686
53 H 6.85985 1.54845 2.45185
54 H 5.04727 0.16090 2.79210
55 H 10.21888 -0.18899 2.45329

For the energy relative to the best compared isomer or geometry (same formula, charge and spin), the calculation gives 438.5 kJ/mol. The charge is -1. Its max |F| is 0.0890 hartree/bohr. The HOMO energy is -5.00 eV. The multiplicity is 1.

Entry 3:
CH6O2Si2 | ωB97M-V/def2-TZVPD

Positions of all 11 atoms, in Å:
1 C -1.56980 -0.73124 -0.50285
2 O 1.53955 -1.29307 -0.23414
3 O 0.30862 1.30436 0.56926
4 Si 2.12691 -0.02616 0.37153
5 Si -1.02686 0.90556 -0.00262
6 H -0.56279 -1.13685 -0.63982
7 H -2.15804 -1.47514 0.17902
8 H -2.22897 -0.74107 -1.39834
9 H 2.63177 0.11393 1.84999
10 H 2.89062 1.01683 -0.26718
11 H -1.95101 2.06285 0.07516

For the energy relative to the best compared isomer or geometry (same formula, charge and spin), the calculation gives 194.2 kJ/mol. The charge is 0. Its max |F| is 0.0622 hartree/bohr. The HOMO energy is -9.59 eV. The multiplicity is 1.

Entry 4:
C5H8O2 | ωB97M-V/def2-TZVPD

Positions of all 15 atoms, in Å:
1 O 1.27034 1.53108 -1.11181
2 C 0.35068 1.63334 0.13699
3 C -0.30032 0.21109 0.15950
4 C -0.74642 -0.54891 1.45481
5 C -0.21896 -1.85250 0.85498
6 O -0.27644 -3.00316 1.20325
7 C 0.39379 -1.13037 -0.34316
8 H 1.42464 2.46315 -1.21829
9 H 0.98317 1.99373 1.01907
10 H -0.56019 2.36683 -0.02310
11 H -1.09949 0.44600 -0.52862
12 H -0.18785 -0.30543 2.36887
13 H -1.81247 -0.54318 1.68171
14 H 1.48393 -1.18209 -0.34396
15 H 0.02872 -1.52921 -1.30440

Its structure (SMILES) is O=C1CC(CO)C1. For the energy relative to the best compared isomer or geometry (same formula, charge and spin), the calculation gives 202.8 kJ/mol. The charge is 0. Its max |F| is 0.0675 hartree/bohr. The HOMO energy is -9.50 eV. The multiplicity is 1.

Entry 5:
C10H15I | ωB97M-V/def2-TZVPD

Positions of all 26 atoms, in Å:
1 C 0.80218 -0.80526 0.85007
2 C 2.45303 0.35326 -1.16407
3 C 0.12373 0.10956 0.19563
4 C 1.30530 0.88195 -0.81752
5 C 2.24457 -1.07428 0.87175
6 C 2.87299 -0.93123 -0.53749
7 C -1.80709 0.06190 -1.27114
8 C -1.76330 1.68928 0.55880
9 C -2.16297 -0.66972 0.94216
10 C -1.32139 0.36821 0.09018
11 I 0.94424 2.91098 -1.49216
12 H 0.28269 -1.49723 1.62121
13 H 3.23506 0.75670 -1.85180
14 H 2.75924 -0.44172 1.70482
15 H 2.44136 -2.09922 1.11679
16 H 2.41862 -1.78842 -1.09730
17 H 3.95785 -1.08204 -0.44154
18 H -2.82623 0.43302 -1.37404
19 H -1.28443 0.27749 -2.12835
20 H -1.91699 -1.02352 -1.53777
21 H -0.93381 2.39558 0.40867
22 H -2.12105 1.86328 1.60990
23 H -2.63969 1.95453 -0.04585
24 H -3.20386 -0.39488 0.92279
25 H -1.94333 -0.47407 1.99668
26 H -1.91675 -1.77414 0.86959

Its structure (SMILES) is CC(C)(C)C1=CCCC=C1I. For the energy relative to the best compared isomer or geometry (same formula, charge and spin), the calculation gives 59.8 kJ/mol. The charge is 0. Its max |F| is 0.0995 hartree/bohr. The HOMO energy is -8.63 eV. The multiplicity is 1.

Entry 6:
C5H9N3O2S2 | ωB97M-V/def2-TZVPD

Positions of all 21 atoms, in Å:
1 C -1.82786 -1.24566 0.21485
2 C -2.46953 -0.24312 -0.57870
3 C 1.40929 0.80302 0.11412
4 C -0.07613 1.30309 2.07092
5 C 1.73108 -1.39232 -1.50859
6 N -2.93347 -0.53678 0.61960
7 N -2.74344 0.57655 -1.57059
8 N 0.97549 0.63532 1.36741
9 O 3.29878 -1.01672 0.82161
10 O -0.93784 -2.04110 0.16370
11 S 0.99391 1.94215 -0.98722
12 S 2.85471 -0.26850 -0.37098
13 H -0.86880 0.55627 2.34187
14 H 0.48618 1.68406 3.00848
15 H -0.40583 2.11190 1.45830
16 H 0.88979 -1.72331 -0.97430
17 H 1.52116 -0.56219 -2.22192
18 H 2.18134 -2.25329 -2.02487
19 H -2.06791 0.49221 -2.31118
20 H -3.28740 1.42060 -1.47290
21 H 1.27647 -0.24219 1.84037

For the energy relative to the best compared isomer or geometry (same formula, charge and spin), the calculation gives 133.3 kJ/mol. The charge is 0. Its max |F| is 0.0583 hartree/bohr. The HOMO energy is -8.75 eV. The multiplicity is 1.